Entry 1:
Entry from OMol25: a single C4H3N3OS molecule at a distorted geometry (wB97M-V/def2-TZVPD).

- Charge: 0
- Orbital gap: 7.151 eV
- HOMO level: -0.340 Ha
- Multiplicity: 1
- ΔE to the lowest compared entry with this formula, charge and spin: 3.639 eV
- Max |F|: 2.87 eV/Å
- SMILES: [H]/N=C\SC1=CN=NC1=O
- E_tot: -791.78448 Ha

Last column: natural (NBO) charge in e.
Cartesian coordinates (Å):
S  -0.852310  -1.090725  -0.196293  0.114
O  -3.915729  -1.958779  -0.082177  -0.403
N  1.938973  -1.399958  -0.266920  -0.582
N  -4.572840  0.290122  -0.031375  -0.232
N  -3.955694  1.377511  0.004130  -0.071
C  1.075505  -0.682147  0.191906  0.157
C  -2.586214  1.220723  0.038894  -0.139
C  -2.294757  -0.099678  -0.052221  -0.247
C  -3.659429  -0.793092  -0.058511  0.602
H  1.207060  0.151267  0.850785  0.194
H  -1.948333  2.080600  0.078919  0.223
H  1.728335  -2.168610  -0.888724  0.384

Cartesian forces (eV/Å) of the 6 atoms listed first:
S 0.379 -0.938 -0.250
O -0.022 0.738 0.031
N 0.968 -0.579 -0.218
N -1.922 0.858 -0.067
N -2.025 0.038 0.139
C -2.664 1.062 0.133

---

Entry 2:
Entry from OMol25: a single C10H21N5O4 molecule at a distorted geometry (wB97M-V/def2-TZVPD).

- Charge: 0
- Orbital gap: 9.821 eV
- HOMO level: -0.349 Ha
- Multiplicity: 1
- ΔE to the lowest compared entry with this formula, charge and spin: 1.181 eV
- Max |F|: 1.82 eV/Å
- SMILES: [H]/N=C(\N)NCCC[C@H](N)C(=O)N[C@H](C(=O)O)[C@@H](C)O
- E_tot: -968.42069 Ha

Last column: natural (NBO) charge in e.
Cartesian coordinates (Å):
O  2.090037  1.732162  -2.460450  -0.711
O  0.701272  2.221618  1.570684  -0.615
O  -0.391369  3.422695  -3.340177  -0.546
O  -1.933765  3.546414  -1.724706  -0.686
N  -0.809826  1.891246  -0.100503  -0.689
N  2.097931  -2.088399  -1.089762  -0.786
N  1.585569  -4.349508  -0.615639  -0.831
N  -2.515907  0.520415  1.365808  -0.850
N  0.710928  -2.780403  0.751773  -0.636
C  0.104422  2.375912  -1.180722  -0.190
C  0.397317  -1.363787  1.123271  -0.220
C  0.945974  1.196392  -1.771677  0.102
C  0.146708  0.268474  -2.726584  -0.648
C  1.526495  -2.996154  -0.365506  0.586
C  -0.744827  3.159260  -2.229595  0.785
C  -0.668487  0.006027  2.975703  -0.407
C  -1.347946  1.031479  2.130183  -0.145
C  -0.412912  -1.379412  2.365596  -0.418
C  -0.351607  1.742958  1.182329  0.682
H  0.817126  -0.563949  -3.014396  0.228
H  2.677752  0.965612  -2.551873  0.471
H  1.649084  -4.894158  0.251421  0.381
H  -1.973786  3.395154  -0.771504  0.497
H  0.298901  0.374922  3.372199  0.246
H  -1.554786  1.187887  -0.300114  0.431
H  -0.702220  -0.145168  -2.126229  0.195
H  -3.045923  -0.031022  2.030308  0.371
H  -3.097632  1.333245  1.137557  0.366
H  -0.199305  0.732797  -3.658467  0.234
H  2.396229  -4.602943  -1.178743  0.377
H  -1.316155  -0.033599  3.870742  0.209
H  -0.101632  -0.893646  0.267645  0.188
H  1.262601  0.665795  -0.818300  0.192
H  -0.125071  -3.354465  0.707027  0.383
H  1.345579  -0.812854  1.259155  0.223
H  -1.678979  1.839715  2.810007  0.206
H  0.141426  -1.960638  3.110029  0.220
H  0.787108  3.096563  -0.702063  0.270
H  -1.368674  -1.928271  2.278364  0.196
H  2.658348  -2.528366  -1.832793  0.338

Cartesian forces (eV/Å) of the 6 atoms listed first:
O -0.372 -0.617 0.667
O -0.519 -0.423 0.024
O -0.288 -0.173 0.314
O -0.403 0.660 -0.760
N -0.046 -0.770 -0.543
N -0.564 -0.519 0.777

---

Entry 3:
Entry from OMol25: a molecular structure, C19H43IrO2P3 at a distorted geometry (wB97M-V/def2-TZVPD).

- Charge: +4
- Orbital gap (alpha / beta): 6.138 / 3.972 eV
- HOMO level (alpha / beta): -0.671 / -0.780 Ha
- Multiplicity: 6
- ΔE to the lowest compared entry with this formula, charge and spin: 2.705 eV
- Max |F|: 4.10 eV/Å
- E_tot: -2026.76261 Ha

Last column: natural (NBO) charge in e.
Cartesian coordinates (Å):
Ir  -1.713140  0.328309  -1.015648  0.415
P  -3.020918  0.966051  0.606341  1.042
P  -1.363339  -1.832056  -0.172447  0.922
P  -0.359926  2.330783  -1.169273  0.987
O  1.603110  0.402889  1.723945  -0.287
O  -2.134529  1.037685  -3.180228  -0.650
C  -3.208211  2.726636  0.898309  -0.968
C  -4.537228  0.940038  -3.754078  -0.274
C  -3.005947  -2.653421  0.093727  -0.930
C  -2.931733  2.063211  -5.181495  -0.159
C  -3.204688  1.323710  -4.029580  0.447
C  -5.561119  1.389336  -4.595350  -0.123
C  -2.869339  0.231977  2.233258  -0.965
C  2.951424  -0.093722  1.841921  -0.121
C  -0.512869  -1.991073  1.483572  -0.929
C  3.742420  0.436277  3.023235  -0.661
C  1.055852  2.519981  -2.346917  -0.937
C  -4.604574  0.430620  -0.147067  -0.938
C  -0.507972  -3.277601  -0.971814  -0.934
C  0.382420  2.905829  0.409674  -0.940
C  -1.429369  3.704296  -1.779917  -0.934
C  0.245748  -0.679575  -2.747534  -0.388
C  1.201079  -0.670277  -1.777766  -0.308
C  -5.293633  2.157768  -5.739476  0.061
C  -3.964277  2.489158  -6.012269  -0.166
H  -4.494697  -0.532089  -0.668726  0.252
H  -4.916811  1.194648  -0.880680  0.264
H  0.516979  -3.413676  -0.604431  0.257
H  1.043634  3.767951  0.232391  0.293
H  -0.448229  -1.515509  -2.951511  0.223
H  1.189682  -1.422976  -0.952239  0.195
H  -4.127480  2.834252  1.481351  0.289
H  -2.863669  -0.860026  2.231292  0.266
H  -0.397457  3.212388  1.117727  0.253
H  3.442118  0.165842  0.903049  0.292
H  -4.768313  0.306209  -2.891393  0.239
H  0.565480  -2.157442  1.337173  0.233
H  0.974333  2.091886  0.866816  0.227
H  -1.942582  0.594780  2.697756  0.252
H  3.861229  1.525239  2.942849  0.289
H  1.071678  3.541556  -2.759451  0.285
H  -0.458405  -3.175128  -2.054707  0.253
H  -0.851767  4.354441  -2.443256  0.284
H  -6.105224  2.476312  -6.393853  0.280
H  0.955896  1.816124  -3.177182  0.252
H  -1.032467  -4.222722  -0.766729  0.290
H  4.735441  -0.017883  3.000707  0.307
H  -5.327083  0.345687  0.667961  0.299
H  -1.906152  2.320135  -5.397303  0.257
H  1.659610  0.305625  -1.439437  0.201
H  0.148229  0.085095  -3.535874  0.234
H  -3.724720  0.593018  2.804878  0.292
H  -1.837469  4.291611  -0.957698  0.267
H  -6.595907  1.133377  -4.374248  0.277
H  -2.358472  3.086553  1.480734  0.257
H  -2.895704  -3.743734  0.191084  0.293
H  2.016680  2.349510  -1.849221  0.258
H  2.877674  -1.194779  1.885657  0.365
H  -3.741514  3.087980  -6.905011  0.287
H  1.310070  0.650531  2.620147  0.527
H  -3.296551  3.291472  -0.029923  0.265
H  -3.537205  -2.282882  0.973839  0.250
H  3.267600  0.184975  3.971711  0.268
H  -3.615208  -2.464961  -0.797103  0.247
H  -2.549361  0.382593  -2.324497  0.365
H  -0.620766  -1.069173  2.060718  0.217
H  -2.240871  3.257650  -2.370086  0.240
H  -0.899845  -2.831048  2.082260  0.295

Cartesian forces (eV/Å) of the 6 atoms listed first:
Ir 3.693 -1.255 1.253
P -1.573 0.863 1.669
P 0.337 -3.200 1.603
P 1.287 1.739 -0.391
O 1.911 -1.422 0.156
O -2.659 0.135 -2.420

---

Entry 4:
Entry from OMol25: 2 unconnected molecules or ions with the total composition C10H16 at a distorted geometry (wB97M-V/def2-TZVPD).

- Charge: 0
- Orbital gap: 9.882 eV
- HOMO level: -0.327 Ha
- Multiplicity: 1
- ΔE to the lowest compared entry with this formula, charge and spin: 1.752 eV
- Max |F|: 4.31 eV/Å
- SMILES: Cc1ccccc1.CCC
- E_tot: -390.57147 Ha

Last column: natural (NBO) charge in e.
Cartesian coordinates (Å):
C  -0.134763  -1.010059  -0.623771  -0.211
C  0.292174  2.598101  -1.246889  -0.379
C  0.370344  2.474046  0.311905  -0.619
C  1.188716  -1.138763  -0.208996  -0.204
C  -2.548956  -1.338532  -0.227494  -0.646
C  -1.136925  -1.523957  0.282259  0.005
C  0.793735  3.882971  -1.872549  -0.605
C  -0.759138  -2.106884  1.487335  -0.240
C  1.591049  -1.614889  1.036384  -0.231
C  0.579263  -2.225908  1.840177  -0.188
H  0.477957  3.783057  -2.972993  0.206
H  1.954050  -0.764697  -0.819582  0.204
H  2.530861  -1.279513  1.402132  0.219
H  -0.518421  -0.664261  -1.543187  0.213
H  -2.587512  -0.644103  -1.061327  0.213
H  -1.560741  -2.666194  1.947011  0.213
H  0.270904  4.710447  -1.546952  0.200
H  0.750818  -2.731027  2.796657  0.214
H  -3.259922  -0.798431  0.451168  0.221
H  0.651731  1.405094  0.653582  0.212
H  -0.436832  2.673818  0.935576  0.205
H  -0.660307  2.389750  -1.573899  0.192
H  -3.050986  -2.186730  -0.646339  0.222
H  0.973086  1.666227  -1.568937  0.184
H  1.850054  4.058518  -1.693992  0.206
H  1.202266  3.071282  0.570916  0.196

Cartesian forces (eV/Å) of the 6 atoms listed first:
C -0.696 -2.310 3.264
C 3.156 -2.449 1.614
C 1.780 -2.502 -1.174
C -0.587 0.467 0.124
C -0.969 1.404 0.620
C 0.891 1.444 -2.020

---

Entry 5:
Entry from OMol25: a molecular structure, C4H4O2Ru at a distorted geometry (wB97M-V/def2-TZVPD).

- Charge: +2
- Orbital gap (alpha / beta): 5.237 / 6.997 eV
- HOMO level (alpha / beta): -0.580 / -0.690 Ha
- Multiplicity: 7
- ΔE to the lowest compared entry with this formula, charge and spin: 0.000 eV
- Max |F|: 7.76 eV/Å
- E_tot: -399.21868 Ha

Last column: natural (NBO) charge in e.
Cartesian coordinates (Å):
Ru  -4.358304  0.617642  0.134002  1.592
O  -2.503181  0.067971  0.165504  -0.706
O  2.300170  -1.545331  0.830946  -0.014
C  -0.173005  -0.241507  0.233414  -0.259
C  2.275065  -0.630307  0.042158  0.274
C  1.026572  0.137062  -0.257069  -0.214
C  -1.386812  0.447753  -0.176274  0.291
H  -0.269524  -1.109426  0.889218  0.257
H  1.131704  1.055371  -0.842000  0.265
H  -1.235885  1.482922  -0.547954  0.199
H  3.193199  -0.282146  -0.471944  0.317

Cartesian forces (eV/Å) of the 6 atoms listed first:
Ru 0.114 -0.180 0.057
O -5.405 -1.494 1.231
O 0.356 -1.129 0.675
C -3.406 -0.093 -0.065
C -2.079 2.675 -1.303
C 2.787 0.066 -0.144

---

Entry 6:
Entry from OMol25: 3 unconnected molecules or ions with the total composition C4H8N4 at a distorted geometry (wB97M-V/def2-TZVPD).

- Charge: 0
- Orbital gap: 8.292 eV
- HOMO level: -0.332 Ha
- Multiplicity: 1
- ΔE to the lowest compared entry with this formula, charge and spin: 9.862 eV
- Max |F|: 6.64 eV/Å
- E_tot: -375.88605 Ha

Last column: natural (NBO) charge in e.
Cartesian coordinates (Å):
N  -0.437435  1.914712  -0.112577  -0.847
N  1.997710  -0.779224  -0.378751  -0.209
N  0.804852  -1.316665  -0.100423  -0.302
N  -2.243848  -0.047041  -0.364771  -0.741
C  -0.083616  -0.456975  0.235490  0.213
C  1.875175  0.498404  -0.021689  0.040
C  -1.438526  -1.067631  0.409581  -0.291
C  0.463007  0.835821  0.490751  -0.211
H  -3.229540  -0.900338  -1.116705  0.343
H  -0.514419  1.929773  -1.114479  0.382
H  2.643585  1.143942  -0.347291  0.204
H  -1.313594  -2.205614  0.233447  0.267
H  -1.380085  2.106731  0.501066  0.419
H  -1.496750  -0.571908  1.620050  0.183
H  0.594833  0.960016  1.660355  0.276
H  -1.049226  0.277211  -1.425589  0.275

Cartesian forces (eV/Å) of the 6 atoms listed first:
N -0.003 1.267 3.928
N 1.139 4.690 1.409
N -2.154 -2.754 -0.620
N -0.646 -4.014 -5.245
C -0.025 -4.554 0.537
C 0.078 -1.561 -1.773